(1)
{
  "formula": "C4H7N3O",
  "method": "wB97M-V/def2-TZVPD",
  "energy_ev": -10774.092,
  "spin_multiplicity": 1,
  "charge": 0,
  "fmax_ev_per_a": 4.4,
  "species": ["C", "C", "C", "C", "N", "N", "N", "O", "H", "H", "H", "H", "H", "H", "H"],
  "coordinates": [[0.485, -0.113, -1.397], [1.608, 0.618, -1.002], [-0.631, -0.608, -0.667], [-0.793, 1.264, 1.291], [2.558, 0.808, -0.373], [-1.080, -0.075, 0.553], [-0.957, -1.927, -0.849], [3.313, 0.958, 0.599], [0.501, -0.169, -2.452], [-1.009, 2.043, 0.381], [0.234, 1.305, 1.626], [-1.352, 1.332, 2.276], [-1.168, -0.705, 1.325], [-1.520, -2.289, -0.087], [-0.189, -2.441, -1.223]],
  "atomic_forces_ev_per_a": [[-2.118, 0.302, -0.674], [0.107, 0.263, 0.932], [3.570, 1.227, 2.349], [-0.653, 0.190, -3.495], [-0.586, 0.018, 2.117], [0.314, 1.032, 1.092], [-1.423, 0.968, -0.026], [0.605, 0.337, -1.092], [-0.489, -1.057, -1.098], [0.470, -1.249, 3.012], [0.563, 0.127, -0.475], [-0.199, -0.051, -1.822], [-0.245, -1.113, -0.265], [0.111, -0.412, -0.637], [-0.026, -0.583, 0.084]]
}

=====

(2)
{
  "formula": "C4H7N3O",
  "method": "wB97M-V/def2-TZVPD",
  "energy_ev": -10777.791,
  "spin_multiplicity": 1,
  "smiles": "CN1C=NCC(=O)N1",
  "charge": 0,
  "fmax_ev_per_a": 2.2,
  "species": ["C", "N", "C", "N", "C", "C", "O", "N", "H", "H", "H", "H", "H", "H", "H"],
  "coordinates": [[-1.514, -0.695, -1.955], [-0.642, -0.509, -0.824], [-0.079, -1.482, -0.060], [0.616, -1.391, 1.015], [0.784, -0.042, 1.617], [0.546, 1.096, 0.532], [1.007, 2.205, 0.632], [-0.310, 0.798, -0.486], [-1.774, -1.730, -2.076], [-2.453, -0.187, -1.708], [-1.073, -0.284, -2.915], [-0.212, -2.503, -0.464], [1.740, 0.022, 2.203], [0.000, 0.019, 2.377], [-0.352, 1.469, -1.213]],
  "atomic_forces_ev_per_a": [[0.017, 1.183, -0.253], [0.498, -0.593, 0.225], [0.619, -1.195, 0.274], [-0.093, 0.751, -0.438], [-0.522, -0.393, -1.044], [0.500, -0.740, 1.975], [0.266, 0.416, -0.069], [-0.120, -0.408, 0.638], [0.252, -0.528, -0.022], [0.001, 0.139, -0.445], [-0.464, -0.440, 1.009], [-0.184, 0.596, 0.108], [-0.707, 0.250, -1.159], [-0.081, 0.432, -0.034], [0.016, 0.531, -0.765]]
}

=====

(3)
{
  "formula": "C4H7N3O",
  "method": "wB97M-V/def2-TZVPD",
  "energy_ev": -10775.628,
  "spin_multiplicity": 1,
  "smiles": "N[C@@H]1N=CCC=[N+]1[O-]",
  "charge": 0,
  "fmax_ev_per_a": 3.0,
  "species": ["N", "C", "N", "C", "C", "C", "N", "O", "H", "H", "H", "H", "H", "H", "H"],
  "coordinates": [[-2.216, 1.252, -0.037], [-0.976, 0.787, 0.247], [0.196, 1.364, -0.405], [1.299, 0.816, -0.228], [1.369, -0.677, 0.130], [0.131, -1.372, -0.268], [-1.005, -0.807, -0.102], [-2.120, -1.398, -0.148], [-2.682, 1.222, 0.848], [-2.736, 0.801, -0.757], [-0.874, 1.017, 1.328], [2.337, 1.426, -0.198], [2.204, -1.244, -0.227], [1.436, -0.694, 1.226], [0.158, -2.359, -0.717]],
  "atomic_forces_ev_per_a": [[-0.921, 1.664, 0.225], [1.355, -1.759, -0.520], [-0.938, 1.625, 0.851], [2.872, -0.650, 0.238], [-0.406, 1.038, 0.646], [0.284, -0.386, -0.582], [0.272, 0.360, 1.463], [-0.266, 0.547, -0.576], [-1.100, 0.129, -0.252], [-0.200, -0.423, -0.409], [0.734, -0.882, -0.432], [-2.424, -1.284, -0.798], [0.748, 0.185, -0.359], [0.166, -0.112, 0.135], [-0.177, -0.052, 0.369]]
}